# 1
316
Properties=species:S:1:pos:R:3:mulliken_charge:R:1 method="wB97M-V/def2-TZVPD" multiplicity=1 max_force_ev_per_a=4.4 total_energy_ev=-224518.48455 molar_mass_g_mol=1954.4 lumo_ha=-0.026 orbital_gap_ev=8.049
Zn -2.31083 -1.21458 -2.58748 3.99
O 2.96974 4.07194 -1.00587 -0.21
C 2.33226 3.15230 -0.71868 0.28
O 2.35798 1.88957 -1.11385 -0.53
B 1.39920 1.10474 -0.39320 -0.39
O 0.74082 1.93774 0.57708 0.26
C 1.13965 3.18379 0.33223 0.03
O 0.67424 4.17201 0.77648 -0.28
O 2.04743 -0.10380 0.23785 -0.62
C 1.53425 -1.20218 -0.21006 -0.26
O 1.85040 -2.31030 0.05886 0.05
C 0.42402 -0.87796 -1.15312 0.34
O 0.42357 0.43047 -1.33206 0.75
O -0.35131 -1.70975 -1.68773 -0.67
O -10.23038 -1.54684 -6.00015 -0.60
C -9.17840 -1.02304 -5.87700 0.64
O -8.04141 -1.67900 -5.66357 -0.54
B -6.95584 -0.70773 -5.48697 1.28
O -7.50207 0.62113 -5.66672 -0.68
C -8.82705 0.50947 -5.86683 0.40
O -9.58644 1.36297 -6.02004 -0.53
O -5.80828 -0.89848 -6.35377 -0.55
C -4.72137 -1.12697 -5.66920 0.26
O -3.57192 -1.12120 -6.06124 -0.83
C -5.14913 -1.10229 -4.19851 0.62
O -6.39518 -0.79141 -4.10843 -0.54
O -4.43066 -1.33693 -3.23772 -0.84
C -4.03742 -2.42014 3.65146 -0.90
C -3.87875 -3.87250 3.96545 1.15
C -5.26059 -4.39048 4.18687 -0.83
O -5.15591 -5.60418 4.89009 -0.31
C -6.33244 -6.19135 5.49698 -0.84
N -3.26822 -4.67367 2.90809 0.26
H -4.60369 -2.28637 2.73359 0.29
H -3.02470 -2.02907 3.52100 -0.39
H -4.48894 -1.87248 4.46486 0.73
H -3.29803 -4.09330 4.90652 -0.15
H -5.65183 -4.61523 3.16726 0.21
H -5.86303 -3.66595 4.77354 0.47
H -6.03706 -6.78520 6.36219 0.27
H -6.82190 -6.84348 4.79544 0.30
H -7.10492 -5.49084 5.83222 0.32
H -2.45118 -4.17263 2.48878 -0.91
H -3.23839 -5.71170 3.02860 0.26
C 4.50983 -1.71755 -2.87901 -0.76
C 5.09769 -2.68418 -1.90401 -0.21
C 5.63447 -1.97769 -0.67185 0.39
O 6.14296 -2.99398 0.14244 -0.37
C 6.77220 -2.59687 1.34685 -0.78
N 4.15202 -3.77016 -1.60297 -0.39
H 4.29859 -2.22199 -3.82866 0.37
H 5.18914 -0.90683 -3.00763 0.03
H 3.54140 -1.35817 -2.47235 -0.10
H 5.96202 -3.22708 -2.33042 0.51
H 4.82264 -1.47197 -0.14896 -0.33
H 6.34738 -1.24840 -1.01088 0.44
H 7.08826 -3.51845 1.84757 0.27
H 6.11560 -2.04611 2.00323 0.27
H 7.70315 -2.07618 1.14848 0.29
H 4.62945 -4.45912 -1.02877 0.29
H 3.28634 -3.41904 -1.22207 -0.11
C -2.45394 -6.84702 -0.14524 0.80
C -2.35167 -8.25309 0.39906 0.39
C -3.58271 -8.82517 1.05577 -1.35
O -3.98067 -7.91728 2.09437 -0.14
C -5.30159 -8.25974 2.50665 -0.44
N -1.74290 -9.21088 -0.49701 -0.68
H -2.96005 -6.83586 -1.12787 -0.05
H -1.46377 -6.46104 -0.37381 -0.45
H -2.96736 -6.10349 0.52774 -0.04
H -1.62453 -8.16954 1.26596 0.06
H -3.18436 -9.80379 1.39241 0.37
H -4.36446 -9.10172 0.37983 0.49
H -5.71723 -7.39493 3.01212 -0.15
H -5.42508 -9.17866 3.15422 0.27
H -5.99203 -8.44816 1.63682 0.35
H -0.88524 -8.91310 -0.90427 0.38
H -2.33068 -9.27223 -1.33477 0.27
C -0.46663 -4.79214 -3.16896 -1.45
C -0.81574 -3.49418 -3.93762 1.78
C -0.67146 -3.72611 -5.44106 -1.62
O -0.96408 -2.43325 -6.04198 0.18
C -0.59834 -2.42754 -7.42352 -1.14
N -2.21712 -3.00363 -3.73655 1.71
H -1.19582 -5.58728 -3.27646 -0.04
H -0.45690 -4.53345 -2.11196 0.18
H 0.47060 -5.11331 -3.59533 0.74
H -0.16637 -2.65805 -3.64877 -0.76
H -1.39542 -4.48888 -5.72424 0.36
H 0.43906 -3.99119 -5.57741 0.58
H -0.91096 -1.50778 -7.88267 0.25
H -1.03794 -3.28191 -7.96346 0.36
H 0.49093 -2.64605 -7.53353 0.27
H -2.53013 -2.77235 -4.63665 -0.43
H -2.73834 -3.82768 -3.49143 -0.60
C 3.60095 7.86963 3.54204 -1.47
C 2.57255 7.63119 2.37016 0.89
C 3.16697 8.16900 1.09839 -1.25
O 2.40441 7.81799 -0.09768 0.39
C 1.27311 8.63537 -0.24846 -0.89
N 2.38106 6.17345 2.26004 1.73
H 3.81731 8.95728 3.66668 0.46
H 4.52004 7.25214 3.40803 0.19
H 3.11875 7.57555 4.46432 0.23
H 1.67689 8.15552 2.52919 0.22
H 4.12561 7.60764 0.97292 0.02
H 3.36354 9.27053 1.08951 0.48
H 0.44373 8.25690 0.39787 -0.03
H 1.03248 8.53409 -1.33188 0.27
H 1.45737 9.69336 0.00575 0.42
H 1.89909 6.01981 1.42221 -0.62
H 1.87330 5.84448 3.02417 -0.76
C -3.55069 1.20385 0.81634 -0.99
C -2.90774 0.15537 -0.03085 1.13
C -3.50523 -1.29124 0.14226 -1.20
O -2.79106 -2.15553 -0.73720 0.95
C -2.96029 -3.54886 -0.53091 -0.06
N -3.02026 0.44611 -1.44939 1.02
H -2.98330 2.08237 0.70660 -0.09
H -3.55129 0.93972 1.88346 0.17
H -4.55603 1.38821 0.48660 0.69
H -1.81241 -0.00296 0.11601 -0.81
H -4.59769 -1.33380 -0.13803 0.59
H -3.21091 -1.63490 1.13385 -1.02
H -2.97155 -4.08730 -1.51545 -0.22
H -3.94709 -3.64149 -0.08125 0.63
H -2.35840 -3.98154 0.25692 -0.78
H -2.60853 1.32289 -1.66130 -0.98
H -4.02357 0.61103 -1.54889 0.32
C -2.10169 -1.29348 6.83531 -1.35
C -0.86454 -1.94589 6.24705 1.90
C -0.07681 -0.97779 5.37716 -0.35
O -1.05296 -0.50104 4.42425 0.24
C -0.49081 0.47819 3.56225 0.87
N -0.06970 -2.49692 7.33123 -0.76
H -2.91949 -1.17090 6.08011 0.01
H -1.83886 -0.30589 7.35227 0.25
H -2.56604 -1.83408 7.67960 0.44
H -1.17955 -2.73764 5.54736 -0.77
H 0.76918 -1.52640 4.89818 -0.43
H 0.27804 -0.11424 5.97410 0.43
H -1.37641 0.85620 2.96344 -1.12
H 0.25495 0.04252 2.88801 -0.31
H -0.06470 1.32263 4.09547 0.27
H 0.87207 -2.80125 7.05930 0.22
H -0.44799 -3.24808 7.86639 0.25
C -3.23594 5.24190 -1.81722 -1.95
C -2.07264 4.38132 -2.33744 1.64
C -0.83794 5.23508 -2.65859 -1.05
O 0.12439 4.37226 -3.13625 0.58
C 1.26454 5.05485 -3.59487 -1.13
N -1.73723 3.35803 -1.41134 1.37
H -4.08002 4.56318 -1.50349 0.35
H -3.55041 5.93859 -2.58741 0.52
H -3.00612 5.87759 -0.97211 0.43
H -2.29487 3.91069 -3.31208 -0.77
H -0.54378 5.71905 -1.72060 0.09
H -1.11514 6.01057 -3.36396 0.65
H 1.51286 4.84894 -4.61546 0.36
H 2.11849 4.83917 -2.91586 0.06
H 1.17917 6.14404 -3.55556 0.51
H -1.73988 3.69463 -0.41568 -0.69
H -0.78481 3.00928 -1.53605 -1.01
C 0.30150 4.17565 5.70657 -0.61
C 0.81243 5.51243 6.38108 0.60
C -0.02660 6.65104 5.85304 -1.16
O 0.17051 6.83965 4.48333 0.29
C -0.76170 7.84426 3.98441 -0.71
N 0.60885 5.53488 7.84183 -0.78
H 0.57071 4.07709 4.64494 -0.10
H -0.78783 4.19167 5.74677 0.07
H 0.56385 3.26992 6.25574 0.46
H 1.88560 5.60646 6.14451 0.05
H 0.22433 7.58473 6.36143 0.37
H -1.11124 6.47435 6.00891 0.43
H -0.63093 7.90435 2.89596 -0.04
H -0.59744 8.79488 4.44912 0.38
H -1.81517 7.46461 4.19246 0.26
H -0.32226 5.30546 8.02628 0.25
H 1.17065 4.86361 8.31087 0.27
C -5.03372 4.65528 5.01669 -1.49
C -4.31088 3.37128 4.56269 0.41
C -3.08829 3.64329 3.68938 1.78
O -3.52362 4.22489 2.48943 -0.64
C -2.39595 4.51230 1.70890 0.38
N -3.86302 2.60416 5.76087 -0.55
H -5.75665 4.36498 5.76191 0.47
H -5.54938 5.02718 4.12842 0.32
H -4.34320 5.35231 5.49102 0.25
H -5.09748 2.84831 3.96516 0.18
H -2.47056 2.71945 3.50012 -0.65
H -2.47166 4.29701 4.27069 -0.42
H -2.71846 4.88966 0.73271 0.29
H -1.69223 3.69595 1.58034 -0.77
H -1.80589 5.26448 2.17493 0.00
H -4.62345 2.43734 6.42410 0.30
H -3.41179 1.71843 5.51544 0.06
C 0.55563 1.37124 -4.57757 -2.02
C -0.96557 1.22017 -4.24498 2.08
C -1.74896 2.20457 -5.16109 -1.94
O -3.17244 2.05861 -5.07997 -0.12
C -3.84605 2.28113 -6.32293 -0.73
N -1.45822 -0.16430 -4.27025 1.67
H 1.19015 1.04124 -3.81302 0.42
H 0.77686 2.48646 -4.71033 0.20
H 0.85322 0.80285 -5.44621 0.46
H -1.07422 1.58340 -3.19028 -0.99
H -1.30437 2.06045 -6.23192 0.34
H -1.35986 3.27308 -5.01890 0.61
H -4.93429 2.12213 -6.06483 0.18
H -3.47106 1.52242 -7.04120 0.25
H -3.63818 3.34097 -6.60499 0.30
H -2.18157 -0.12876 -5.00697 -0.73
H -0.65231 -0.79405 -4.52023 -0.20
C 0.35473 -5.01647 1.78947 -0.52
C 0.28866 -3.78275 2.77111 0.33
C 1.67160 -3.22109 3.05445 0.48
O 2.16413 -3.65814 4.33196 -0.57
C 3.50360 -3.25444 4.60474 -0.35
N -0.54951 -2.77896 2.11928 2.46
H -0.63237 -5.29045 1.55162 -0.08
H 0.88151 -5.94008 2.07328 0.03
H 0.82501 -4.57397 0.89398 -0.07
H -0.30100 -4.08747 3.66038 0.58
H 1.77350 -2.14327 2.99614 -0.16
H 2.45331 -3.50834 2.31789 0.18
H 3.78187 -3.71170 5.56077 0.33
H 3.56211 -2.18049 4.67603 0.03
H 4.25566 -3.56637 3.83882 0.16
H -0.16236 -2.45593 1.24406 -1.51
H -0.66544 -1.95053 2.68219 -1.05
C -6.62827 -4.10661 -6.87531 -1.90
C -5.34556 -4.17529 -6.05141 2.06
C -5.40466 -5.47177 -5.23040 -1.23
O -4.44511 -5.47466 -4.24025 -0.13
C -4.13379 -6.75407 -3.76854 -0.61
N -4.14276 -4.23627 -6.94190 -0.42
H -6.59338 -5.09208 -7.35695 0.61
H -6.66455 -3.27234 -7.61889 0.26
H -7.47865 -4.07757 -6.22880 0.42
H -5.17975 -3.31046 -5.33539 -1.19
H -5.15589 -6.22433 -5.97474 0.43
H -6.43808 -5.59559 -4.86073 0.32
H -3.19939 -6.73191 -3.27109 -0.03
H -3.95661 -7.45910 -4.61755 0.38
H -4.91654 -7.15925 -3.11820 0.27
H -4.37438 -4.87846 -7.71674 0.30
H -3.94509 -3.31525 -7.29894 0.23
C 3.12534 -8.06014 -1.47085 -1.37
C 2.31788 -8.28923 -0.18773 0.07
C 2.95152 -7.42970 0.91096 -0.20
O 4.23640 -7.89964 1.22924 -0.47
C 4.81817 -6.96789 2.12304 -0.43
N 0.95187 -7.87838 -0.48780 -0.17
H 4.16048 -8.44338 -1.41976 0.36
H 3.11713 -6.95002 -1.72303 0.16
H 2.63033 -8.59345 -2.28892 0.38
H 2.27829 -9.34785 0.06153 0.61
H 2.27490 -7.43725 1.74532 0.54
H 2.94628 -6.42757 0.47167 -0.04
H 4.94498 -6.02704 1.58585 0.09
H 5.73419 -7.38435 2.49992 0.37
H 4.16422 -6.84636 3.06378 0.23
H 0.46311 -7.97589 0.40720 0.13
H 0.97659 -6.84747 -0.70984 -0.28
C 5.48705 2.54717 -2.95877 -0.56
C 6.89426 2.04923 -3.10919 0.32
C 7.33436 1.77879 -1.65401 -0.74
O 7.33785 2.96464 -0.94176 -0.06
C 8.06579 2.88585 0.29515 -0.99
N 7.04420 0.79771 -3.79926 -0.43
H 4.77143 1.91401 -2.43531 -0.26
H 5.03360 2.65893 -3.95854 0.57
H 5.52445 3.54970 -2.46308 -0.10
H 7.50914 2.93438 -3.38396 0.26
H 8.37019 1.40816 -1.67499 0.57
H 6.78666 0.96186 -1.13553 -0.05
H 7.55766 2.21422 1.04192 0.24
H 8.21065 3.89339 0.71906 0.27
H 9.06982 2.57390 0.11756 0.48
H 6.83157 0.91280 -4.74922 0.24
H 7.97127 0.39411 -3.64852 0.24
C 4.67574 4.37539 4.35602 -1.25
C 5.08364 3.76540 3.02005 -0.28
C 4.12544 2.63353 2.69026 0.65
O 4.24689 1.72306 3.78910 -0.56
C 3.00839 0.97453 4.02606 -0.26
N 5.22752 4.80457 1.97791 -0.25
H 4.73975 3.59693 5.12691 0.46
H 3.60532 4.68937 4.22541 -0.13
H 5.35619 5.14168 4.60957 0.46
H 6.04073 3.19500 3.14910 0.49
H 4.46549 2.11789 1.76683 0.17
H 3.12617 2.97484 2.53646 -0.10
H 2.58569 0.73787 3.06141 0.05
H 2.32113 1.59150 4.59035 0.15
H 3.20747 0.11434 4.62478 0.26
H 5.68802 4.45852 1.16440 0.29
H 4.29799 5.13369 1.78215 -0.41
C 4.62713 6.39340 -4.02665 -1.21
C 4.38294 7.20068 -2.81055 1.73
C 5.65187 8.03813 -2.54803 -0.92
O 6.92340 7.38331 -2.54032 -0.43
C 7.00560 6.56905 -1.38280 -0.39
N 3.30419 8.15970 -3.03679 -0.61
H 3.64354 5.87456 -4.24729 0.06
H 5.48236 5.70040 -3.94268 0.16
H 4.79058 7.06183 -4.88010 0.50
H 4.09169 6.56532 -1.93627 -0.65
H 5.53336 8.63248 -1.61087 0.40
H 5.69754 8.81006 -3.33380 0.39
H 7.92016 5.97642 -1.36201 0.20
H 6.20965 5.89223 -1.16714 0.03
H 7.09147 7.22639 -0.50483 0.38
H 3.62615 8.84423 -3.67338 0.32
H 3.24204 8.59123 -2.10431 0.20

***

# 2
13
Properties=species:S:1:pos:R:3:mulliken_charge:R:1 method="wB97M-V/def2-TZVPD" multiplicity=1 max_force_ev_per_a=2.9 total_energy_ev=-48777.01647 molar_mass_g_mol=716.6 lumo_ha=-0.013 orbital_gap_ev=3.290 total_charge=-1 relative_energy_kcal_mol=74.4
C -1.30982 1.69412 -1.41391 0.59
C 1.48694 -1.47010 -0.27432 -0.67
C -1.98567 1.45529 0.14584 -0.29
C 1.42878 -0.57432 0.68814 0.06
O -2.11869 2.48507 -1.87158 -0.52
O -0.34838 1.08848 -1.65815 -0.42
I 2.60035 -4.48658 1.16719 -0.90
I -2.36730 3.09884 1.26528 0.29
I -3.42592 -0.03974 0.26941 0.27
I 2.76902 1.11402 0.74697 0.02
I -0.03673 -0.45094 2.21003 0.07
H 2.37514 -1.49884 -0.95709 0.23
H 0.93228 -2.41530 -0.31779 0.28

***

# 3
16
Properties=species:S:1:pos:R:3:mulliken_charge:R:1 method="wB97M-V/def2-TZVPD" multiplicity=1 max_force_ev_per_a=1.8 total_energy_ev=-10889.60814 smiles="CCNC(=O)O.O" molar_mass_g_mol=107.1 lumo_ha=0.023 orbital_gap_ev=10.622 relative_energy_kcal_mol=22.4
C -0.37848 0.83679 1.24947 -0.31
N -0.42077 -0.50333 0.70064 -0.23
C 0.57278 -1.20624 0.02167 0.47
O 1.15629 -2.10983 0.87279 -0.48
O 0.95212 -1.11315 -1.12216 -0.53
C -1.76147 1.45834 1.17538 -1.12
H -0.04905 0.77148 2.29343 0.25
H 0.42905 1.39604 0.77008 0.40
H -0.81966 -1.18820 1.33573 0.26
H 1.73706 -2.60042 0.29657 0.33
H -1.93661 2.52699 1.30103 0.35
H -2.38424 0.90361 1.88707 0.27
H -2.20959 1.26578 0.20197 0.32
H 2.04360 -0.37547 -3.00912 0.33
H 1.28019 -0.30534 -4.28235 0.30
O 1.78875 0.24293 -3.69219 -0.62